No. 1
{"formula": "C24H48O24", "method": "the ωB97M-V functional and the def2-TZVPD basis", "smiles": "COC(=O)OC.COC(=O)OC.COC(=O)OC.COC(=O)OC.COC(=O)OC.COC(=O)OC.COC(=O)OC.COC(=O)OC", "de_lowest_kcal_mol": 346.0, "fmax_ha_per_bohr": 0.2696, "homo_lumo_gap_ev": 10.786, "elements": ["C", "O", "C", "O", "O", "C", "H", "H", "H", "H", "H", "H", "C", "O", "C", "O", "O", "C", "H", "H", "H", "H", "H", "H", "C", "O", "C", "O", "O", "C", "H", "H", "H", "H", "H", "H", "C", "O", "C", "O", "O", "C", "H", "H", "H", "H", "H", "H", "C", "O", "C", "O", "O", "C", "H", "H", "H", "H", "H", "H", "C", "O", "C", "O", "O", "C", "H", "H", "H", "H", "H", "H", "C", "O", "C", "O", "O", "C", "H", "H", "H", "H", "H", "H", "C", "O", "C", "O", "O", "C", "H", "H", "H", "H", "H", "H"], "coordinates": [[-2.14987, -5.66207, 2.07937], [-2.80583, -5.34144, 0.85931], [-2.13605, -5.03646, -0.32753], [-0.88590, -5.14563, -0.24794], [-2.78125, -4.94274, -1.44586], [-2.22667, -4.48108, -2.58603], [-1.52797, -6.39109, 1.76639], [-2.81700, -5.89299, 2.81472], [-1.64644, -4.82382, 2.26179], [-1.81108, -3.52094, -2.32593], [-2.91278, -4.09756, -3.31567], [-1.28681, -5.06321, -3.04661], [-0.03219, -1.99346, -0.76853], [0.73459, -0.79303, -0.39726], [0.38265, -0.08812, 0.75518], [-0.44247, -0.50882, 1.52662], [1.05244, 1.02809, 0.94833], [0.62290, 1.84328, 2.09136], [-0.79555, -2.29115, -0.03222], [0.61027, -2.78583, -0.99592], [-0.49950, -1.87070, -1.60666], [-0.32378, 2.35605, 1.76822], [1.39437, 2.26208, 2.44225], [0.50268, 1.39439, 3.05028], [0.31472, -0.70943, -4.09062], [0.24080, -2.09393, -4.12295], [0.05724, -2.72935, -5.31878], [-0.06916, -2.00962, -6.26506], [-0.06808, -4.06583, -5.22201], [-0.38137, -4.77676, -6.31244], [1.10750, -0.58087, -3.33601], [-0.36316, -0.12140, -3.33299], [0.67704, -0.21334, -5.02688], [0.35323, -4.69452, -7.02852], [-1.24821, -4.58043, -6.57666], [-0.56501, -5.82618, -6.12382], [-3.25583, 1.33189, -3.89704], [-4.00813, 0.98601, -2.78597], [-3.69025, -0.06447, -2.17970], [-2.79638, -0.77395, -2.54260], [-4.43168, -0.43158, -0.98024], [-3.93267, -1.48208, -0.16590], [-3.82847, 1.98902, -4.68576], [-2.95181, 0.61294, -4.54544], [-2.21324, 2.05075, -3.88573], [-4.71287, -1.24226, 0.70009], [-2.76059, -1.59359, 0.00821], [-4.18891, -2.50165, -0.74518], [2.91261, -5.47408, -0.83726], [3.68384, -4.24265, -0.78050], [4.84294, -4.33228, -1.50534], [5.33395, -5.41547, -1.91747], [5.53170, -3.12733, -1.56954], [6.54492, -3.00362, -2.61543], [2.96307, -5.84074, -1.75302], [1.82122, -5.14208, -0.62183], [3.18403, -6.20828, 0.01869], [7.08921, -2.07184, -2.57024], [6.27174, -3.32724, -3.57974], [7.51970, -3.74263, -2.26383], [-2.65495, 2.95940, 4.06933], [-2.37824, 1.99237, 4.96061], [-1.22283, 1.80330, 5.46975], [-0.26793, 2.42547, 4.92613], [-1.08550, 0.98616, 6.58068], [0.07342, 0.95702, 7.31648], [-3.66639, 2.95586, 3.90489], [-2.33420, 2.81369, 3.10908], [-2.41565, 3.90258, 4.48786], [0.80900, 0.50973, 6.78247], [-0.05409, 0.24623, 8.19109], [0.62541, 1.82171, 7.59415], [4.52049, 2.10031, 1.36057], [4.86064, 3.45230, 1.17393], [3.89716, 4.33539, 0.99884], [2.76149, 4.03000, 1.18038], [4.36404, 5.58971, 0.63689], [3.41681, 6.62098, 0.35794], [5.43417, 1.68406, 1.56018], [4.10553, 1.76620, 0.27603], [3.80203, 1.69906, 2.13885], [2.45651, 6.20504, -0.20814], [3.99076, 7.35944, -0.25658], [2.94900, 7.22228, 1.18141], [-4.47082, 6.37883, 2.55754], [-3.09931, 6.65930, 2.73203], [-2.15854, 5.89843, 2.13200], [-2.36590, 5.00995, 1.54036], [-0.82917, 6.28928, 2.45732], [0.33372, 5.77075, 1.80952], [-4.85933, 5.34647, 2.67044], [-4.83698, 6.64174, 1.41707], [-4.90720, 7.02391, 3.03256], [0.28416, 5.27948, 0.87201], [0.63632, 4.90548, 2.35601], [1.08399, 6.65327, 1.82015]]}

***

No. 2
{"formula": "C24H49BFINO5", "method": "the ωB97M-V functional and the def2-TZVPD basis", "charge": -1, "fmax_ha_per_bohr": 0.0228, "homo_lumo_gap_ev": 7.445, "elements": ["C", "C", "C", "C", "C", "F", "O", "B", "C", "O", "C", "I", "C", "C", "C", "C", "C", "N", "H", "H", "H", "H", "H", "H", "H", "H", "H", "H", "H", "H", "H", "H", "H", "H", "H", "H", "H", "H", "H", "H", "H", "H", "H", "C", "C", "C", "O", "C", "H", "H", "H", "H", "H", "H", "H", "H", "C", "C", "C", "O", "C", "H", "H", "H", "H", "H", "H", "H", "H", "C", "C", "C", "O", "C", "H", "H", "H", "H", "H", "H", "H", "H"], "coordinates": [[0.41997, 1.07621, 1.87075], [-0.41395, -0.21067, 1.82479], [-1.04672, -0.71605, 0.49135], [-1.58234, 0.54392, -0.21609], [-2.74565, 0.37886, -1.18577], [-3.41077, 1.62891, -1.28987], [-2.07883, -1.61421, 0.79547], [-1.46195, -2.97626, 1.05014], [-1.44817, -3.45194, 2.60764], [-0.02578, -2.76128, 0.54208], [0.00649, -1.63918, -0.18541], [-0.72912, -2.25747, -2.32660], [1.41539, -1.05203, -0.39749], [2.54523, -2.07459, -0.63153], [2.93705, -2.41470, -2.07790], [3.33741, -1.20781, -2.96562], [2.30730, -0.74324, -4.01903], [1.49388, 0.41850, -3.63206], [1.02250, 1.05778, 2.79404], [1.10932, 1.23375, 1.02467], [-0.23012, 1.96282, 1.94090], [0.13353, -1.04395, 2.28394], [-1.30513, -0.05710, 2.45955], [-1.97892, 1.18736, 0.58874], [-0.75025, 1.10021, -0.68554], [-2.45661, 0.09611, -2.20374], [-3.46445, -0.34202, -0.78367], [-2.03390, -3.80174, 0.34975], [-0.59842, -3.05725, 3.19323], [-1.40690, -4.55448, 2.67560], [-2.38081, -3.12734, 3.10150], [1.64049, -0.51756, 0.54743], [1.38702, -0.28405, -1.18847], [3.45547, -1.69105, -0.13489], [2.26724, -2.99714, -0.10318], [3.80765, -3.09132, -2.00804], [2.14006, -2.99107, -2.56846], [4.26615, -1.46886, -3.50212], [3.60063, -0.34816, -2.31947], [2.83532, -0.50949, -4.96067], [1.62489, -1.58322, -4.23486], [1.86075, 0.83748, -2.78123], [0.55699, 0.10720, -3.39724], [3.38248, 4.79268, -0.68389], [3.34328, 4.18509, -2.08426], [3.24636, 2.69818, -1.76653], [2.52270, 2.60088, -0.54118], [2.41353, 3.88785, 0.06673], [3.08441, 5.84041, -0.65227], [4.38686, 4.70770, -0.26246], [2.44940, 4.51695, -2.61667], [4.21451, 4.42647, -2.69271], [4.23969, 2.25337, -1.63781], [2.71449, 2.13247, -2.53514], [1.38241, 4.24487, -0.02979], [2.64504, 3.79501, 1.12896], [-5.96275, -1.13025, -2.86728], [-6.60505, 0.19573, -3.25950], [-6.50140, 0.14088, -4.77688], [-6.60738, -1.23823, -5.13792], [-6.46193, -2.05286, -3.96965], [-6.23880, -1.47503, -1.87131], [-4.87873, -1.04590, -2.90577], [-7.65392, 0.21993, -2.95111], [-6.09540, 1.05795, -2.83245], [-5.53644, 0.53137, -5.11778], [-7.29635, 0.69243, -5.28364], [-7.43595, -2.48637, -3.71374], [-5.76937, -2.86477, -4.19474], [2.06765, -0.88393, 6.31759], [2.85856, 0.07875, 7.20082], [2.85945, 1.34088, 6.34613], [1.63617, 1.32696, 5.61774], [1.01654, 0.04070, 5.72003], [1.62686, -1.71849, 6.86114], [2.70588, -1.28881, 5.52944], [2.32800, 0.25566, 8.13940], [3.86473, -0.26836, 7.43566], [3.70130, 1.33901, 5.64393], [2.90572, 2.25958, 6.93470], [0.13916, 0.11988, 6.37026], [0.68635, -0.27251, 4.72927]]}

***

No. 3
{"formula": "C24H49N4O2Si", "method": "the ωB97M-V functional and the def2-TZVPD basis", "charge": 1, "fmax_ha_per_bohr": 0.0591, "homo_lumo_gap_ev": 7.463, "elements": ["C", "C", "N", "C", "C", "C", "C", "O", "C", "N", "N", "C", "C", "O", "Si", "C", "C", "C", "N", "H", "H", "H", "H", "H", "H", "H", "H", "H", "H", "H", "H", "H", "H", "H", "H", "H", "H", "H", "H", "H", "C", "C", "C", "C", "C", "C", "H", "H", "H", "H", "H", "H", "H", "H", "H", "H", "H", "H", "H", "H", "C", "C", "C", "C", "C", "C", "H", "H", "H", "H", "H", "H", "H", "H", "H", "H", "H", "H", "H", "H"], "coordinates": [[8.68749, 0.12669, -0.24041], [7.65951, 0.43074, -1.36541], [6.35773, 0.96403, -0.90908], [5.64576, 0.09167, -0.09102], [5.81231, -1.34319, -0.09618], [5.07720, -2.17173, 0.75146], [4.12339, -1.47489, 1.57965], [3.32039, -2.15774, 2.46900], [2.79842, -3.22376, 1.84914], [2.13017, -4.05832, 1.42814], [4.04641, -0.16179, 1.45934], [3.00386, 0.49992, 2.30622], [1.56634, 0.16666, 1.85010], [1.04955, 1.11332, 0.94137], [0.05682, 0.32699, -0.21930], [-0.98840, 1.54913, -1.23176], [1.22927, -0.50406, -1.47848], [-1.16983, -0.91829, 0.52881], [4.73894, 0.65168, 0.71119], [9.68637, 0.11066, -0.70190], [8.53090, -0.91009, 0.10829], [8.63518, 0.81054, 0.61476], [7.50751, -0.44653, -2.01257], [8.10644, 1.18815, -2.02765], [6.54882, 1.78915, -0.34208], [6.53224, -1.78954, -0.78020], [5.20197, -3.25192, 0.79377], [3.11875, 0.15945, 3.34664], [3.16936, 1.58459, 2.30966], [0.94159, 0.13575, 2.76312], [1.51729, -0.85649, 1.42026], [-1.27868, 2.37357, -0.56441], [-1.88334, 0.97636, -1.53129], [-0.47321, 1.88633, -2.14026], [1.37788, -1.57820, -1.26128], [0.80655, -0.42309, -2.49299], [2.22944, -0.03788, -1.48486], [-2.19340, -0.52580, 0.59601], [-1.15161, -1.80220, -0.13489], [-0.83379, -1.27458, 1.51633], [-3.52426, -3.76606, 7.12345], [-4.16498, -2.52169, 6.51697], [-4.13928, -2.50979, 4.98880], [-2.74334, -2.50118, 4.36378], [-1.84962, -1.33732, 4.78904], [-2.40140, 0.02678, 4.39022], [-2.46421, -3.83725, 6.87259], [-3.60337, -3.74154, 8.21122], [-4.02211, -4.67147, 6.77072], [-3.67889, -1.62624, 6.91482], [-5.20712, -2.47350, 6.84323], [-4.70232, -1.64092, 4.63508], [-4.67864, -3.38639, 4.61777], [-2.85329, -2.48456, 3.27380], [-2.23374, -3.44052, 4.59801], [-0.86635, -1.46597, 4.32044], [-1.67801, -1.36115, 5.86867], [-2.53761, 0.08699, 3.30738], [-1.70528, 0.81512, 4.68516], [-3.35679, 0.23452, 4.87243], [-5.23647, 4.12672, -6.63278], [-4.55665, 3.70813, -5.33316], [-3.03088, 3.69894, -5.42260], [-2.44585, 2.71172, -6.43458], [-2.84320, 1.25213, -6.22184], [-2.36861, 0.68539, -4.88834], [-5.01948, 3.42989, -7.44398], [-6.31942, 4.15283, -6.50305], [-4.91061, 5.12276, -6.93922], [-4.92750, 2.72694, -5.02323], [-4.85071, 4.40826, -4.54613], [-2.62240, 3.48754, -4.42888], [-2.68453, 4.70465, -5.68029], [-1.35392, 2.79073, -6.40157], [-2.73611, 3.01149, -7.44530], [-2.41007, 0.65472, -7.02876], [-3.92709, 1.13487, -6.30405], [-1.28063, 0.75381, -4.80265], [-2.64575, -0.36734, -4.80332], [-2.81530, 1.21349, -4.04387]]}

***

No. 4
{"formula": "C24H50AsF5N2O2PtSi3Te", "method": "the ωB97M-V functional and the def2-TZVPD basis", "de_lowest_kcal_mol": 17.0, "charge": 2, "fmax_ha_per_bohr": 0.0049, "homo_lumo_gap_ev": 6.335, "elements": ["Pt", "C", "Si", "C", "C", "As", "Si", "C", "C", "C", "Si", "C", "C", "C", "H", "H", "H", "H", "H", "H", "H", "H", "H", "H", "H", "H", "H", "H", "H", "H", "H", "H", "H", "H", "H", "H", "H", "H", "H", "H", "H", "F", "Te", "F", "F", "F", "F", "O", "O", "C", "C", "C", "C", "C", "C", "N", "H", "H", "H", "H", "H", "H", "H", "H", "H", "H", "H", "C", "N", "C", "C", "C", "C", "C", "C", "C", "C", "H", "H", "H", "H", "H", "H", "H", "H", "H", "H", "H", "H"], "coordinates": [[-0.55480, -0.27085, -0.72587], [5.02891, 1.00142, -3.05876], [3.30354, 1.63930, -3.10729], [3.32412, 3.45359, -2.70969], [2.33202, 1.29111, -4.63226], [0.79399, 1.68481, -0.84389], [-0.61017, 2.95583, -2.44012], [0.16058, 4.52926, -3.04157], [-1.23737, 1.83362, -3.77878], [-1.95227, 3.31995, -1.19535], [1.76611, 2.78667, 1.15175], [1.76088, 1.61968, 2.58470], [3.47993, 3.30643, 0.68593], [0.61885, 4.23901, 1.35048], [5.59844, 1.64370, -3.73896], [5.13954, -0.02793, -3.38907], [5.47417, 1.10546, -2.06868], [3.35001, 3.99053, -3.66242], [4.23095, 3.71239, -2.16511], [2.47088, 3.83510, -2.15265], [2.85019, 1.77076, -5.46815], [1.33142, 1.71604, -4.58388], [2.24924, 0.22850, -4.84652], [0.87367, 4.37273, -3.84942], [0.64162, 5.11010, -2.25383], [-0.65753, 5.13818, -3.43976], [-0.77976, 2.05027, -4.74328], [-2.31031, 2.01951, -3.87976], [-1.09712, 0.77584, -3.55711], [-1.60295, 3.87756, -0.32500], [-2.48000, 2.41991, -0.87695], [-2.67956, 3.95698, -1.70876], [2.70325, 1.07714, 2.63090], [0.95583, 0.89216, 2.54017], [1.64547, 2.20822, 3.49953], [4.06415, 2.49275, 0.25422], [3.97631, 3.59982, 1.61631], [3.49611, 4.16541, 0.01960], [-0.37938, 3.95359, 1.68262], [0.53453, 4.84614, 0.44766], [1.04783, 4.87987, 2.12715], [4.36170, -0.93556, -0.91935], [2.53396, -1.05130, -1.22698], [3.05458, -1.21389, -3.05650], [0.42360, -0.73127, -2.41020], [2.43560, -0.26481, 0.55355], [-0.66468, -2.13940, 1.65447], [2.36221, 0.89666, -1.69765], [-1.93500, -1.86695, -0.88050], [-2.01055, -2.87710, -1.62192], [-0.83428, -3.60284, -2.17245], [-0.46930, -4.55573, -0.99396], [-1.61592, -5.40484, -0.40190], [-2.67928, -4.65611, 0.43259], [-3.76630, -3.95231, -0.39878], [-3.17437, -3.54108, -1.69144], [-0.01288, -2.94411, -2.43208], [-1.11558, -4.18644, -3.04953], [-0.03137, -3.95503, -0.18974], [0.31048, -5.22654, -1.35550], [-1.14413, -6.13808, 0.25289], [-2.09069, -5.99375, -1.19417], [-2.17312, -3.92492, 1.06474], [-3.16496, -5.36186, 1.10742], [-4.18174, -3.08699, 0.11140], [-4.58825, -4.62238, -0.63986], [-3.13971, -4.31065, -2.34408], [-2.32042, -1.92467, 5.91054], [-1.44961, -2.67362, 5.02377], [-2.18771, -3.44725, 4.04716], [-0.36199, -1.89586, 4.46307], [-0.80435, -0.76846, 3.54044], [-1.13389, 0.49262, 4.03135], [-1.60457, 1.52593, 3.21979], [-1.76936, 1.30591, 1.87338], [-1.43555, 0.05466, 1.31143], [-0.96913, -0.95076, 2.17869], [-2.99195, -2.61531, 6.41837], [-2.94370, -1.18051, 5.38768], [-1.72745, -1.41501, 6.67109], [-2.88876, -4.10101, 4.56437], [-1.50183, -4.06917, 3.47088], [-2.77343, -2.82351, 3.34754], [0.30530, -2.56833, 3.92356], [0.20615, -1.45795, 5.28585], [-1.01345, 0.67082, 5.09395], [-1.86604, 2.47880, 3.65929], [-2.20488, 2.06610, 1.24133], [-2.11471, -0.25669, 0.48783]]}